(1)
{"formula": "C10H26BN2O3P", "method": "ωB97M-V with the def2-TZVPD basis set", "lumo_ev": 0.4, "total_charge": 0, "multiplicity": 1, "homo_lumo_gap_ev": 8.38, "smiles": "CCCNB(CCCN)P(O)O.C1CCOC1", "species": ["C", "C", "C", "N", "B", "C", "C", "C", "N", "P", "O", "O", "H", "H", "H", "H", "H", "H", "H", "H", "H", "H", "H", "H", "H", "H", "H", "H", "H", "H", "C", "C", "C", "O", "C", "H", "H", "H", "H", "H", "H", "H", "H"], "coordinates": [[4.520, -2.436, 0.234], [4.482, -1.001, 0.764], [3.200, -0.294, 0.379], [2.090, -0.599, 1.312], [0.754, -0.587, 0.843], [-0.293, -1.713, 1.227], [0.259, -3.139, 1.161], [0.109, -3.755, -0.207], [0.793, -2.940, -1.241], [0.004, 0.865, -0.204], [-1.042, 0.078, -1.235], [1.162, 1.480, -1.221], [5.383, -2.962, 0.619], [4.558, -2.415, -0.848], [3.602, -2.948, 0.506], [5.286, -0.459, 0.276], [4.678, -0.946, 1.829], [3.359, 0.779, 0.376], [2.927, -0.583, -0.632], [2.292, -1.397, 1.900], [-0.599, -1.529, 2.259], [-1.193, -1.622, 0.632], [1.290, -3.222, 1.491], [-0.313, -3.753, 1.850], [-0.943, -3.816, -0.459], [0.557, -4.743, -0.184], [1.258, -3.561, -1.892], [1.543, -2.407, -0.815], [-0.617, -0.080, -2.096], [1.487, 0.815, -1.853], [-3.307, 2.892, -0.560], [-3.265, 4.350, -1.009], [-4.674, 4.819, -0.671], [-5.090, 4.060, 0.467], [-4.177, 2.979, 0.684], [-2.327, 2.464, -0.362], [-3.797, 2.281, -1.321], [-2.531, 4.902, -0.416], [-3.017, 4.479, -2.061], [-5.367, 4.618, -1.495], [-4.723, 5.881, -0.429], [-3.576, 3.206, 1.572], [-4.742, 2.066, 0.874]]}



(2)
{"formula": "C2H4F2OS", "method": "ωB97M-V with the def2-TZVPD basis set", "lumo_ev": 0.6, "e_above_lowest_kcal_mol": 7.07, "total_charge": 0, "multiplicity": 1, "homo_lumo_gap_ev": 9.91, "smiles": "CC(F)(F)SO", "species": ["C", "C", "F", "F", "S", "O", "H", "H", "H", "H"], "coordinates": [[-1.417, 0.135, -0.062], [0.023, -0.285, -0.217], [0.519, -1.038, 0.797], [0.116, -1.152, -1.323], [1.150, 1.137, -0.305], [2.550, 0.452, 0.167], [-1.819, 0.668, -0.878], [-2.188, -0.707, 0.130], [-1.274, 0.820, 0.712], [2.340, -0.029, 0.980]]}



(3)
{"formula": "C2H11O4", "method": "ωB97M-V with the def2-TZVPD basis set", "lumo_ev": 4.2, "e_above_lowest_kcal_mol": 0.00, "total_charge": -1, "multiplicity": 1, "homo_lumo_gap_ev": 8.83, "species": ["C", "O", "C", "H", "H", "H", "H", "H", "H", "H", "O", "H", "H", "O", "H", "H", "O"], "coordinates": [[-0.007, -1.034, -0.303], [0.363, 0.280, 0.020], [-1.455, -1.140, -0.764], [0.620, -1.439, -1.129], [0.203, -1.700, 0.544], [-1.760, -2.185, -0.857], [-2.122, -0.629, -0.068], [-1.556, -0.657, -1.728], [-0.536, 2.845, -0.712], [-0.342, 1.329, -0.798], [-0.807, 2.118, -1.295], [-0.785, 1.261, 2.641], [0.045, 0.418, 1.612], [-0.145, 0.548, 2.592], [3.099, -0.133, 0.766], [2.109, 0.114, -0.336], [3.077, 0.005, -0.184]]}



(4)
{"formula": "C26H30BMgN5O2", "method": "ωB97M-V with the def2-TZVPD basis set", "lumo_ev": 0.7, "total_charge": 0, "multiplicity": 1, "homo_lumo_gap_ev": 7.69, "species": ["Mg", "C", "C", "C", "C", "C", "N", "C", "C", "C", "C", "C", "C", "C", "N", "C", "C", "C", "N", "C", "C", "N", "C", "C", "C", "N", "H", "H", "H", "H", "H", "H", "H", "H", "H", "H", "H", "H", "H", "H", "H", "H", "H", "H", "C", "C", "C", "O", "B", "O", "C", "C", "C", "H", "H", "H", "H", "H", "H", "H", "H", "H", "H", "H", "H"], "coordinates": [[-0.725, 1.085, -0.605], [0.057, -3.754, 3.471], [0.174, -2.271, 3.046], [-0.530, -1.258, 3.621], [-0.599, -0.012, 2.998], [0.261, 0.259, 1.921], [0.162, 1.526, 1.273], [1.214, 2.392, 1.188], [2.438, 2.264, 1.865], [3.456, 3.190, 1.738], [3.326, 4.311, 0.909], [4.383, 5.504, 1.008], [2.104, 4.529, 0.352], [1.101, 3.513, 0.355], [-0.127, 3.885, -0.149], [-0.644, 5.156, -0.023], [-1.846, 5.178, -0.715], [-2.076, 3.885, -1.227], [-1.034, 3.129, -0.884], [1.031, -0.768, 1.407], [0.956, -2.089, 1.876], [1.830, -0.492, 0.236], [3.121, -0.841, -0.003], [3.441, -0.550, -1.307], [2.251, -0.028, -1.780], [1.256, 0.004, -0.904], [0.374, -3.887, 4.532], [0.827, -4.215, 2.902], [-0.987, -4.087, 3.431], [-1.159, -1.388, 4.518], [-1.307, 0.661, 3.453], [2.538, 1.382, 2.486], [4.402, 3.114, 2.386], [5.078, 5.652, 0.168], [4.979, 5.243, 1.905], [3.824, 6.421, 1.102], [1.917, 5.391, -0.253], [-0.117, 5.938, 0.512], [-2.414, 6.101, -0.777], [-2.824, 3.420, -1.788], [1.526, -2.910, 1.422], [3.714, -1.191, 0.833], [4.363, -0.593, -1.835], [2.075, 0.394, -2.792], [-0.627, -3.571, -1.787], [-1.926, -2.942, -1.306], [-2.563, -3.916, -0.384], [-1.599, -1.691, -0.630], [-1.980, -0.637, -1.459], [-2.507, -1.075, -2.651], [-2.853, -2.514, -2.530], [-4.308, -2.520, -2.162], [-2.598, -3.196, -3.919], [-0.038, -3.757, -0.889], [-0.110, -2.954, -2.474], [-0.741, -4.525, -2.296], [-1.842, -4.253, 0.325], [-2.958, -4.754, -0.963], [-3.338, -3.454, 0.295], [-4.386, -2.054, -1.142], [-4.826, -3.503, -2.074], [-4.873, -1.926, -2.849], [-1.528, -3.184, -4.258], [-3.208, -2.608, -4.696], [-2.980, -4.155, -4.028]]}



(5)
{"formula": "C8H15EuF3NO5Si", "method": "ωB97M-V with the def2-TZVPD basis set", "lumo_ev": [-3.2, -5.8], "total_charge": 1, "multiplicity": 8, "s2": 15.768, "homo_lumo_gap_ev": [5.90, 4.84], "species": ["C", "C", "O", "C", "N", "C", "C", "O", "Si", "C", "O", "C", "F", "F", "F", "C", "O", "O", "H", "H", "H", "H", "H", "H", "H", "H", "H", "H", "H", "H", "H", "H", "H", "Eu"], "coordinates": [[-0.820, 4.750, -1.355], [0.463, 3.723, -1.056], [1.345, 3.648, -2.268], [-0.035, 2.203, -0.658], [-0.948, 1.557, -1.688], [-1.409, 0.182, -1.253], [-0.342, -1.030, -1.538], [0.794, -1.095, -0.605], [0.361, -1.830, 0.931], [1.119, -3.571, 1.249], [0.896, -3.866, 2.703], [-0.112, -4.940, 2.857], [-1.393, -4.688, 2.158], [0.554, -6.216, 2.493], [-0.417, -5.002, 4.326], [0.951, -0.594, 2.317], [2.202, -0.128, 2.237], [-0.044, -0.245, 3.351], [-1.210, 4.636, -2.477], [-1.676, 4.478, -0.590], [-0.514, 5.891, -1.249], [1.115, 4.131, -0.144], [1.243, 2.721, -2.655], [-0.480, 2.130, 0.447], [0.953, 1.535, -0.643], [-1.839, 2.139, -1.709], [-2.375, -0.063, -1.910], [-1.788, 0.265, -0.149], [-0.914, -2.070, -1.669], [0.124, -0.814, -2.615], [-1.101, -1.906, 0.984], [2.303, -3.615, 1.103], [0.628, -4.411, 0.597], [2.365, 2.095, -1.523]]}



(6)
{"formula": "C3H5N3O", "method": "ωB97M-V with the def2-TZVPD basis set", "lumo_ev": 0.8, "e_above_lowest_kcal_mol": 27.83, "total_charge": 0, "multiplicity": 1, "homo_lumo_gap_ev": 8.65, "smiles": "Nc1c[nH]c(O)n1", "species": ["N", "C", "C", "N", "C", "O", "N", "H", "H", "H", "H", "H"], "coordinates": [[2.097, 0.576, -0.390], [0.785, 0.192, -0.191], [0.421, -1.120, 0.048], [-0.992, -1.040, 0.115], [-1.309, 0.251, -0.040], [-2.590, 0.635, -0.020], [-0.279, 1.054, -0.219], [2.724, -0.218, -0.446], [2.442, 1.341, 0.170], [0.925, -1.472, 0.942], [-1.649, -1.802, 0.034], [-2.575, 1.603, -0.003]]}



| no. | DFT total energy (eV) |
| --- | --- |
| 1 | -29880.5107 |
| 2 | -20455.5858 |
| 3 | -10443.8889 |
| 4 | -45116.9832 |
| 5 | -55605.0410 |
| 6 | -9709.3768 |